Computed, not measured: C21H13F5N2O3S in the gas phase at a distorted geometry, with ωB97M-V/def2-TZVPD.

The HOMO-LUMO gap is 0.339 Eh. Its multiplicity is 1. Its lowest unoccupied orbital energy is -0.0098 Ha. Its structure (SMILES) is N#Cc1ccc(-c2nsc(C(F)(F)F)c2COc2c(F)cc(CCC(=O)O)cc2F)cc1. For the total energy, the calculation gives -55532.9423 eV.

Each line ends with the Mulliken charge.
Element x y z (Å)
N: 2.589 -3.555 -6.472  -0.507
C: 2.272 -2.564 -5.939  -0.057
C: 1.764 -1.467 -5.185  0.688
C: 1.105 -0.402 -5.843  -0.743
C: 0.641 0.692 -5.101  -0.610
C: 0.786 0.720 -3.713  0.395
C: 0.295 1.878 -2.948  0.056
N: 0.676 3.088 -3.309  -0.636
S: 0.091 4.296 -2.315  0.023
C: -0.747 3.103 -1.319  0.027
C: -1.633 3.661 -0.237  0.820
F: -2.945 3.650 -0.662  -0.256
F: -1.541 2.905 0.845  -0.169
F: -1.310 4.957 0.037  -0.288
C: -0.584 1.820 -1.799  0.770
C: -1.395 0.622 -1.434  -1.281
O: -0.598 -0.418 -0.816  -0.454
C: -0.615 -0.330 0.577  0.367
C: 0.562 -0.020 1.265  0.619
F: 1.714 0.201 0.597  -0.315
C: 0.599 0.017 2.673  -0.843
C: -0.510 -0.345 3.434  0.643
C: -0.487 -0.353 4.946  -1.415
C: 0.681 -1.161 5.562  -0.447
C: 0.512 -2.640 5.248  0.489
O: 1.331 -3.148 4.546  -0.533
O: -0.540 -3.275 5.818  -0.464
C: -1.649 -0.759 2.766  -0.613
C: -1.727 -0.754 1.347  0.427
F: -2.886 -1.167 0.782  -0.344
C: 1.418 -0.361 -3.070  0.087
C: 1.919 -1.442 -3.806  -0.925
H: 0.999 -0.409 -6.940  0.409
H: 0.132 1.495 -5.604  0.470
H: -2.243 0.925 -0.757  0.384
H: -1.867 0.247 -2.335  0.535
H: 1.491 0.367 3.140  0.482
H: -0.394 0.660 5.281  0.428
H: -1.408 -0.756 5.335  0.398
H: 0.801 -1.095 6.651  0.426
H: 1.673 -0.875 5.136  0.301
H: -0.421 -4.241 5.624  0.361
H: -2.528 -1.050 3.332  0.382
H: 1.591 -0.422 -2.006  0.448
H: 2.386 -2.295 -3.332  0.464

Computed, not measured: a molecular structure, C21H13F5N3O2RuS2Se2Te2 at a distorted geometry, with ωB97M-V/def2-TZVPD.

The HOMO-LUMO gap (spin up / spin down) is 0.178 / 0.178 Eh. Its multiplicity is 2. The total charge is -2. Its lowest unoccupied orbital energy (spin up / spin down) is 0.1442 / 0.1440 Ha. The energy above the lowest of the compared OMol25 structures with the same formula, charge and spin is 90.9 kJ/mol. For the total energy, the calculation gives -213677.0126 eV.

Each line ends with the Löwdin spin population.
Element x y z (Å)
Ru: -0.282 0.281 -0.181  0.376
O: 0.164 -2.273 1.650  0.006
C: 0.638 -2.482 0.522  0.000
O: 0.495 -1.681 -0.465  -0.002
C: 1.392 -3.787 0.305  0.000
C: 1.055 -4.779 1.232  0.000
C: 1.564 -6.064 1.185  0.000
C: 2.452 -6.375 0.158  0.000
C: 2.824 -5.405 -0.746  0.000
C: 2.349 -4.069 -0.704  0.000
S: 3.077 -2.934 -1.804  0.000
H: 0.352 -4.495 2.004  0.000
H: 1.269 -6.807 1.917  0.000
H: 2.865 -7.377 0.073  0.000
H: 3.535 -5.637 -1.530  0.000
N: 3.558 0.994 1.658  0.000
C: 3.403 1.795 2.802  0.000
C: 4.431 2.613 3.246  0.000
C: 4.267 3.378 4.395  0.000
C: 3.062 3.353 5.078  0.000
C: 2.021 2.557 4.612  0.000
C: 2.195 1.755 3.495  0.002
S: 0.928 0.649 2.973  0.021
N: 1.265 0.581 1.310  0.005
C: 2.451 0.715 0.865  -0.003
C: 2.652 0.591 -0.599  0.000
C: 3.902 0.454 -1.166  0.000
C: 4.004 0.282 -2.538  0.000
C: 2.846 0.251 -3.281  0.000
C: 1.623 0.396 -2.637  0.002
N: 1.517 0.584 -1.327  0.004
H: 4.402 1.178 1.143  0.000
H: 5.365 2.642 2.696  0.000
H: 5.081 4.001 4.743  0.000
H: 2.921 3.962 5.962  0.000
H: 1.065 2.545 5.119  0.000
H: 4.792 0.417 -0.554  0.000
H: 4.969 0.122 -2.999  0.000
H: 2.864 0.063 -4.344  0.000
H: 0.698 0.375 -3.184  0.000
Se: -1.845 -0.414 1.370  0.443
Te: -3.472 1.329 2.118  0.115
Te: -2.944 3.297 0.381  0.017
Se: -0.593 2.621 -0.019  0.004
F: -1.236 0.804 -2.921  0.000
C: -1.594 0.062 -1.777  0.006
F: -2.883 0.506 -1.521  0.001
C: -1.825 -1.346 -2.378  0.000
F: -2.155 -2.249 -1.451  0.004
F: -2.842 -1.341 -3.282  0.000
F: -0.745 -1.781 -3.036  0.000

Computed, not measured: a molecular structure, C21H13N7PdS3, with ωB97M-V/def2-TZVPD.

The HOMO-LUMO gap is 0.186 Eh. Its multiplicity is 1. The total charge is -2. Its lowest unoccupied orbital energy is 0.1475 Ha. The energy above the lowest of the compared OMol25 structures with the same formula, charge and spin is 18.8 kJ/mol. For the total energy, the calculation gives -68406.6850 eV.

Each line ends with the Mulliken charge.
Element x y z (Å)
Pd: -2.006 -0.784 0.889  -0.260
S: -0.483 -1.732 2.520  -0.407
C: -0.217 -3.040 1.434  0.681
S: -0.837 -2.818 -0.144  -0.448
C: 0.479 -4.195 1.822  -0.128
C: 0.710 -5.275 0.928  0.146
N: 0.908 -6.183 0.240  -0.625
C: 1.015 -4.355 3.128  0.158
N: 1.485 -4.517 4.172  -0.629
N: -5.145 -0.527 9.152  -0.624
C: -5.006 -0.548 8.007  0.200
C: -4.857 -0.561 6.587  0.335
C: -3.651 -0.188 5.978  -0.944
C: -3.523 -0.175 4.610  -0.060
C: -4.613 -0.532 3.786  1.004
C: -5.814 -0.942 4.404  -0.422
C: -5.928 -0.950 5.774  -0.902
N: -4.494 -0.464 2.442  0.221
C: -5.339 -1.016 1.465  -0.357
C: -4.867 -0.604 0.269  -0.514
N: -3.793 0.262 0.386  -0.948
C: -3.485 0.286 1.734  -0.091
H: -2.803 0.071 6.599  0.401
H: -2.570 0.046 4.149  0.303
H: -6.659 -1.225 3.792  0.299
H: -6.861 -1.249 6.236  0.382
H: -6.091 -1.747 1.703  0.290
H: -5.234 -0.895 -0.703  0.381
H: -3.171 1.199 2.234  0.514
N: 1.505 -0.234 0.338  -0.173
C: 2.134 0.349 -0.685  0.573
N: 1.604 1.166 -1.542  -0.610
C: 2.547 1.628 -2.429  -0.312
C: 2.299 2.518 -3.474  -0.467
C: 3.341 2.911 -4.298  -0.421
C: 4.636 2.432 -4.103  -0.429
C: 4.903 1.545 -3.068  -0.405
C: 3.860 1.153 -2.245  0.705
S: 3.883 0.065 -0.889  -0.313
H: 0.489 -0.313 0.339  0.150
H: 1.947 -0.992 0.834  0.282
H: 1.291 2.882 -3.621  0.432
H: 3.146 3.601 -5.110  0.338
H: 5.437 2.749 -4.759  0.339
H: 5.904 1.165 -2.911  0.352

Computed, not measured: a molecular structure, C21H14Cl2F6N3O6S3Sr at a distorted geometry, with ωB97M-V/def2-TZVPD.

The HOMO-LUMO gap is 0.274 Eh. Its multiplicity is 1. The total charge is -1. Its lowest unoccupied orbital energy is 0.0941 Ha. The energy above the lowest of the compared OMol25 structures with the same formula, charge and spin is 38.8 kJ/mol. For the total energy, the calculation gives -113458.1067 eV.

Each line ends with the Mulliken charge.
Element x y z (Å)
Sr: -1.025 0.098 2.221  1.315
F: -6.171 -0.925 2.575  -0.193
C: -5.865 -0.709 1.307  0.450
F: -6.457 0.396 0.881  -0.197
F: -6.332 -1.732 0.590  -0.211
S: -4.003 -0.629 1.034  1.268
O: -3.394 -1.233 2.208  -0.710
O: -3.816 -1.237 -0.240  -0.657
N: -3.594 0.893 0.942  -0.427
S: -3.786 1.818 2.194  1.143
O: -2.548 2.155 2.871  -0.842
O: -4.904 1.487 3.028  -0.620
C: -4.201 3.379 1.314  0.680
F: -3.234 3.729 0.486  -0.194
F: -4.366 4.349 2.210  -0.226
F: -5.329 3.250 0.629  -0.225
S: 0.678 -1.185 4.371  -0.606
C: 1.916 -0.337 3.478  0.530
C: 3.272 -0.370 3.855  -0.756
C: 4.195 0.354 3.136  -0.076
C: 3.784 1.107 2.038  -0.885
C: 2.446 1.077 1.706  -0.633
N: 1.541 0.379 2.399  -0.045
H: 3.556 -0.959 4.716  0.414
H: 5.240 0.334 3.426  0.360
H: 4.482 1.679 1.444  0.428
H: 2.054 1.624 0.856  0.580
Cl: 3.412 -1.569 -0.739  -0.176
C: 1.898 -2.381 -1.008  1.150
C: 1.421 -3.189 0.008  -0.754
C: 0.253 -3.909 -0.167  -0.535
C: -0.425 -3.818 -1.370  -0.711
C: 0.054 -2.985 -2.359  1.002
Cl: -0.856 -2.869 -3.850  -0.268
C: 1.208 -2.208 -2.210  -1.197
N: 1.649 -1.378 -3.244  -0.165
C: 2.072 -0.017 -3.018  -0.228
C: 3.367 0.319 -3.394  -0.440
C: 3.847 1.605 -3.227  -0.444
C: 3.018 2.573 -2.673  -0.704
C: 1.720 2.248 -2.325  -0.433
C: 1.216 0.958 -2.502  0.508
C: -0.219 0.685 -2.127  -1.125
C: -0.368 0.516 -0.616  1.145
O: -0.258 1.548 0.097  -0.793
O: -0.553 -0.650 -0.180  -0.602
H: 1.973 -3.239 0.937  0.420
H: -0.128 -4.528 0.633  0.416
H: -1.345 -4.360 -1.538  0.389
H: 1.030 -1.443 -4.041  0.427
H: 3.996 -0.465 -3.796  0.433
H: 4.861 1.848 -3.516  0.391
H: 3.382 3.581 -2.518  0.403
H: 1.066 2.996 -1.893  0.404
H: -0.599 -0.205 -2.625  0.277
H: -0.826 1.543 -2.416  0.544

Computed, not measured: a molecular structure, C21H14Cl2N6RuS at a distorted geometry, with ωB97M-V/def2-TZVPD.

The HOMO-LUMO gap (spin up / spin down) is 0.198 / 0.217 Eh. Its multiplicity is 2. The total charge is +1. Its lowest unoccupied orbital energy (spin up / spin down) is -0.1549 / -0.1566 Ha. The energy above the lowest of the compared OMol25 structures with the same formula, charge and spin is 19.5 kJ/mol. For the total energy, the calculation gives -69399.4382 eV.

Each line ends with the Löwdin spin population.
Element x y z (Å)
Ru: -0.136 -0.885 -1.224  -0.032
N: -3.712 1.499 -0.652  0.001
C: -2.715 0.825 -1.218  0.001
N: -1.887 0.060 -0.564  0.011
C: -2.027 -0.094 0.825  0.001
N: -1.285 -0.907 1.514  0.001
N: -0.347 -1.510 0.729  0.009
C: 0.560 -2.280 1.200  -0.001
C: 1.527 -2.788 0.224  0.001
C: 2.455 -3.754 0.570  0.000
C: 3.278 -4.282 -0.417  0.001
C: 3.129 -3.836 -1.714  0.000
C: 2.191 -2.849 -1.990  0.001
N: 1.418 -2.311 -1.053  0.003
C: -3.068 0.668 1.493  0.000
C: -3.243 0.631 2.881  0.000
C: -4.244 1.371 3.468  0.000
C: -5.087 2.162 2.685  0.000
C: -4.929 2.217 1.316  0.000
C: -3.916 1.468 0.728  0.000
H: -4.314 2.060 -1.235  0.000
H: -2.587 0.922 -2.288  0.000
H: 0.616 -2.544 2.252  0.000
H: 2.520 -4.097 1.593  0.000
H: 4.009 -5.039 -0.171  0.000
H: 3.729 -4.232 -2.521  0.000
H: 2.058 -2.462 -2.989  0.000
H: -2.579 0.016 3.470  0.000
H: -4.381 1.342 4.540  0.000
H: -5.870 2.741 3.155  0.000
H: -5.576 2.832 0.703  0.000
Cl: 2.702 0.268 -3.078  0.031
C: 2.874 1.308 -1.711  0.101
C: 3.979 2.137 -1.677  -0.017
C: 4.164 3.008 -0.616  0.123
C: 3.231 3.067 0.415  -0.017
C: 2.121 2.259 0.361  0.101
Cl: 0.969 2.346 1.652  0.019
C: 1.886 1.331 -0.703  0.018
N: 0.744 0.635 -0.629  0.384
H: 4.693 2.092 -2.486  -0.003
H: 5.037 3.646 -0.591  0.007
H: 3.362 3.741 1.249  -0.003
S: -0.815 -1.599 -4.482  0.141
C: -0.534 -1.184 -3.012  0.117

Computed, not measured: a molecular structure, C21H14N3O7SbSe4Ti at a distorted geometry, with ωB97M-V/def2-TZVPD.

The HOMO-LUMO gap is 0.136 Eh. Its multiplicity is 1. The total charge is -2. Its lowest unoccupied orbital energy is 0.0874 Ha. The energy above the lowest of the compared OMol25 structures with the same formula, charge and spin is 0.0 kJ/mol. For the total energy, the calculation gives -331849.8101 eV.

Each line ends with the Mulliken charge.
Element x y z (Å)
Ti: 0.596 0.283 -0.020  -0.925
O: -3.685 -0.204 0.884  -0.677
C: -4.069 1.058 0.627  0.347
C: -5.410 1.366 0.871  -0.690
C: -5.888 2.639 0.645  -0.262
C: -5.041 3.635 0.161  -0.730
C: -3.717 3.331 -0.085  -0.378
C: -3.208 2.050 0.136  0.226
C: -1.776 1.766 -0.128  0.943
O: -1.366 0.528 -0.026  -0.625
N: -0.988 2.757 -0.406  -0.707
N: 0.335 2.314 -0.518  0.708
C: 1.234 3.220 -0.503  -0.289
C: 2.668 2.943 -0.481  0.718
C: 3.550 4.023 -0.575  -0.734
C: 4.918 3.839 -0.597  -0.701
C: 5.426 2.541 -0.514  -0.371
C: 4.581 1.457 -0.402  -0.616
C: 3.194 1.639 -0.383  0.384
O: 2.399 0.593 -0.302  -0.337
H: -2.721 -0.257 0.740  0.385
H: -6.046 0.581 1.259  0.408
H: -6.925 2.866 0.863  0.345
H: -5.411 4.639 -0.007  0.368
H: -3.032 4.084 -0.450  0.410
H: 0.902 4.255 -0.447  0.274
H: 3.134 5.024 -0.628  0.340
H: 5.584 4.689 -0.669  0.372
H: 6.498 2.380 -0.531  0.353
H: 4.961 0.448 -0.325  0.408
O: 0.518 -1.615 0.556  -0.550
C: 0.441 -1.980 -0.648  1.628
O: 0.389 -1.108 -1.566  -0.753
C: 0.417 -3.448 -0.991  -0.153
C: 0.265 -3.838 -2.312  -0.307
C: 0.243 -5.188 -2.633  -0.577
C: 0.382 -6.100 -1.608  0.169
C: 0.538 -5.737 -0.289  -0.575
C: 0.551 -4.382 0.023  -0.340
N: 0.355 -7.565 -1.950  1.002
O: 0.480 -8.354 -1.045  -0.618
O: 0.211 -7.864 -3.114  -0.626
H: 0.160 -3.080 -3.076  0.474
H: 0.122 -5.535 -3.649  0.463
H: 0.646 -6.496 0.472  0.472
H: 0.664 -4.040 1.043  0.564
Se: -1.673 0.374 5.268  -0.692
Sb: 0.564 1.183 4.760  0.675
Se: 0.920 3.583 4.957  -0.703
Se: 2.416 -0.229 5.482  -0.714
Se: 0.697 0.931 2.129  0.215

Computed, not measured: a molecular structure, C21H15AsCaO3 at a distorted geometry, with ωB97M-V/def2-TZVPD.

The HOMO-LUMO gap is 0.232 Eh. Its multiplicity is 1. The total charge is +2. Its lowest unoccupied orbital energy is -0.2943 Ha. For the total energy, the calculation gives -107424.1580 eV.

Each line ends with the Mulliken charge.
Element x y z (Å)
O: -3.697 -0.041 -4.081  0.044
C: -3.662 0.140 -2.947  -0.065
Ca: -3.171 0.528 -0.316  1.366
C: -4.774 -1.197 0.617  -0.100
C: -4.180 2.791 0.140  -0.152
O: -5.417 -2.046 1.066  0.040
O: -4.552 3.861 0.351  0.063
C: 3.173 -0.161 -3.292  -0.476
C: 2.144 -1.110 -3.350  -0.642
C: 1.106 -1.067 -2.418  -0.540
C: 1.109 -0.061 -1.439  0.266
C: 2.154 0.864 -1.350  0.086
C: 3.185 0.814 -2.293  -0.638
As: -0.448 -0.010 -0.275  0.812
C: -0.075 -1.675 0.706  0.543
C: -1.115 -2.627 0.727  -0.318
C: -0.882 -3.898 1.260  -0.609
C: 0.385 -4.226 1.762  -0.512
C: 1.414 -3.277 1.736  -0.703
C: 1.191 -1.996 1.201  -0.025
C: 0.019 1.564 0.826  0.201
C: 0.393 1.467 2.171  -0.439
C: 0.578 2.648 2.911  -0.617
C: 0.368 3.901 2.319  -0.497
C: -0.017 3.987 0.973  -0.730
C: -0.188 2.820 0.223  -0.073
H: 3.961 -0.177 -4.045  0.389
H: 2.141 -1.875 -4.126  0.403
H: 0.301 -1.803 -2.454  0.325
H: 2.169 1.619 -0.564  0.360
H: 3.989 1.549 -2.248  0.409
H: -2.102 -2.381 0.308  0.038
H: -1.692 -4.633 1.276  0.385
H: 0.559 -5.224 2.169  0.407
H: 2.397 -3.536 2.130  0.404
H: 2.004 -1.267 1.164  0.464
H: 0.538 0.485 2.628  0.391
H: 0.877 2.590 3.959  0.421
H: 0.486 4.814 2.904  0.422
H: -0.191 4.962 0.507  0.425
H: -0.481 2.882 -0.836  0.473

Computed, not measured: a molecular structure, C21H15AuNO2S3 at a distorted geometry, with ωB97M-V/def2-TZVPD.

The HOMO-LUMO gap (spin up / spin down) is 0.237 / 0.222 Eh. Its multiplicity is 3. The total charge is -1. Its lowest unoccupied orbital energy (spin up / spin down) is 0.0933 / 0.0377 Ha. The energy above the lowest of the compared OMol25 structures with the same formula, charge and spin is 48.8 kJ/mol. For the total energy, the calculation gives -63803.9889 eV.

Each line ends with the Löwdin spin population.
Element x y z (Å)
Au: -2.369 0.544 -0.299  0.459
S: -3.496 5.057 -0.635  0.185
C: -3.170 3.430 -0.553  -0.006
S: -2.788 2.524 -1.936  0.413
S: -3.209 2.633 0.946  0.431
O: -4.764 -2.926 -0.043  0.009
C: -3.913 -2.060 -0.177  0.002
O: -4.094 -0.849 -0.483  0.012
C: -2.451 -2.481 0.044  0.009
C: -2.033 -3.786 -0.188  0.001
C: -0.703 -4.105 0.022  0.003
C: 0.150 -3.128 0.519  0.001
C: -0.355 -1.862 0.735  0.008
N: -1.616 -1.542 0.473  0.059
H: -2.754 -4.511 -0.534  0.000
H: -0.327 -5.097 -0.190  0.000
H: 1.186 -3.334 0.747  0.000
H: 0.268 -1.073 1.127  0.001
C: 3.935 -1.397 -1.983  -0.011
C: 3.702 -0.727 -0.791  0.001
C: 2.527 -0.030 -0.592  -0.009
C: 1.551 0.012 -1.589  0.010
C: 1.794 -0.678 -2.782  -0.007
C: 2.970 -1.373 -2.978  0.002
C: 0.246 0.634 -1.421  0.011
C: -0.317 1.156 -0.328  0.246
C: 0.116 1.779 0.872  0.021
C: -0.438 1.425 2.119  0.044
C: -0.158 2.154 3.251  -0.003
C: 0.665 3.270 3.188  0.049
C: 1.206 3.648 1.969  -0.003
C: 0.938 2.923 0.826  0.044
H: 4.852 -1.949 -2.136  -0.001
H: 4.444 -0.769 -0.007  0.000
H: 2.348 0.473 0.344  -0.001
H: 1.037 -0.681 -3.554  0.000
H: 3.133 -1.909 -3.906  0.001
H: -0.384 0.510 -2.299  0.011
H: -1.114 0.582 2.169  0.004
H: -0.608 1.870 4.190  -0.001
H: 0.854 3.859 4.074  0.003
H: 1.821 4.536 1.916  -0.001
H: 1.320 3.251 -0.129  0.002